Entry 1:
CH4BrClOP | ωB97M-V/def2-TZVPD

maximum force: 3.4 eV/Å
net charge: +1
energy above the lowest of the compared OMol25 structures with the same formula, charge and spin: 173.78 kJ/mol
HOMO: -0.544 Eh
HOMO-LUMO gap: 8.52 eV

Each line ends with the Löwdin charge.
CARTESIAN COORDINATES (ANGSTROEM)
C: 1.1935 -0.2892 0.1460  -0.327
O: -3.1667 -1.6588 0.0407  -0.381
P: -3.0616 -0.3244 -0.7268  0.514
Cl: -4.3871 0.8155 0.1316  0.387
Br: -0.5460 0.5881 0.5049  0.602
H: 1.1241 -1.0767 0.8857  0.031
H: 0.9649 -0.5565 -0.8037  -0.030
H: 1.8526 0.5572 0.2945  0.038
H: -3.7240 -1.6732 0.9358  0.166

***

Entry 2:
C3H7NO2 | ωB97M-V/def2-TZVPD

maximum force: 3.0 eV/Å
net charge: 0
SMILES: CC=O.NC=O
energy above the lowest of the compared OMol25 structures with the same formula, charge and spin: 132.34 kJ/mol
HOMO: -0.368 Eh
HOMO-LUMO gap: 10.98 eV

Each line ends with the Löwdin charge.
CARTESIAN COORDINATES (ANGSTROEM)
C: 1.0092 1.6564 -0.1781  -0.053
C: 1.8433 0.4690 0.2780  -0.313
O: 2.0260 -0.5313 -0.3655  0.015
H: 0.9515 2.4384 0.5966  0.079
H: -0.0046 1.3159 -0.4088  0.053
H: 1.4047 2.0801 -1.1217  0.090
H: 2.2324 0.5486 1.3344  0.121
N: -1.0703 -1.6885 -0.3087  0.123
C: -2.0097 -0.9324 0.3266  -0.399
O: -1.9599 0.2808 0.3766  -0.005
H: -1.3916 -2.6329 -0.5201  0.097
H: -0.0858 -1.4949 -0.4082  0.070
H: -2.9452 -1.5094 0.3989  0.122

***

Entry 3:
C3H9N3 | ωB97M-V/def2-TZVPD

maximum force: 4.7 eV/Å
net charge: +2
SMILES: C[NH2+][C@@H]1NC1=[NH2+]
energy above the lowest of the compared OMol25 structures with the same formula, charge and spin: 264.31 kJ/mol
HOMO: -0.777 Eh
HOMO-LUMO gap: 12.58 eV

Each line ends with the Löwdin charge.
CARTESIAN COORDINATES (ANGSTROEM)
C: 2.0231 -0.5594 -0.0877  0.044
N: 0.9773 0.4043 0.4009  0.067
C: -0.1176 0.6589 -0.5628  -0.023
N: -1.3495 1.2773 0.0211  0.247
C: -1.5342 0.0384 -0.2185  -0.230
N: -2.1640 -0.9794 0.1424  0.275
H: 1.7630 -1.5590 0.0493  0.090
H: 2.1387 -0.4881 -1.2278  0.149
H: 3.0301 -0.3851 0.2052  0.110
H: 1.4555 1.2225 0.8345  0.219
H: 0.3848 0.1216 1.2074  0.197
H: 0.1103 0.9449 -1.6765  0.221
H: -1.7061 2.1243 0.4096  0.191
H: -2.0183 -1.9927 -0.2645  0.242
H: -2.9930 -0.8286 0.7674  0.200

***

Entry 4:
C3H8Cl2N | ωB97M-V/def2-TZVPD

maximum force: 5.6 eV/Å
net charge: +1
energy above the lowest of the compared OMol25 structures with the same formula, charge and spin: 147.20 kJ/mol
HOMO: -0.532 Eh
HOMO-LUMO gap: 11.15 eV

Each line ends with the Löwdin charge.
CARTESIAN COORDINATES (ANGSTROEM)
C: 0.8859 -0.5555 -0.7205  -0.051
C: -0.1408 0.4736 -0.2561  -0.214
C: -1.9933 -0.1781 -0.6805  -0.958
N: -0.3042 0.5127 1.2823  0.141
Cl: -2.2127 -1.6407 0.3510  0.614
Cl: -2.8373 1.1927 -0.1411  0.697
H: 1.0786 -0.3820 -1.7334  0.078
H: 0.8019 -1.6251 -0.5839  0.094
H: 1.6942 -0.3355 -0.1108  0.060
H: -0.1451 1.4862 -0.6497  0.126
H: -2.0486 -0.4329 -1.7431  0.068
H: 0.5057 0.5583 1.8342  0.143
H: -0.7866 -0.3314 1.7140  0.124
H: -0.9915 1.2614 1.1943  0.079

***

Entry 5:
C3H6O2S2 | ωB97M-V/def2-TZVPD

maximum force: 3.2 eV/Å
net charge: +1
spin multiplicity: 2
energy above the lowest of the compared OMol25 structures with the same formula, charge and spin: 47.65 kJ/mol
⟨S²⟩: 0.75
HOMO (spin up / spin down): -0.529 / -0.529 Eh
HOMO-LUMO gap (spin up / spin down): 8.59 / 5.67 eV

Each line ends with the Löwdin spin population.
CARTESIAN COORDINATES (ANGSTROEM)
C: -0.0061 0.3366 -0.1139  0.002
C: -0.3522 1.6788 0.4642  0.000
O: 0.1541 2.6032 -0.2966  0.000
O: -0.9554 1.9989 1.4938  0.001
C: -0.6564 -0.8930 0.4971  0.084
S: -0.1568 -2.4419 -0.2322  0.596
S: 1.3282 -2.0934 -1.7334  0.251
H: -0.2603 0.3511 -1.1687  0.000
H: 1.0970 0.0295 0.0214  0.002
H: -0.0887 3.3979 0.1809  0.000
H: -1.7301 -0.9222 0.4009  0.018
H: -0.4434 -1.1078 1.5452  0.027
H: 2.0700 -2.9376 -1.0587  0.021

***

Entry 6:
C41H65Br3Cl15N2O19Zr | ωB97M-V/def2-TZVPD

maximum force: 6.4 eV/Å
net charge: +1
HOMO: -0.341 Eh
HOMO-LUMO gap: 5.40 eV

Each line ends with the Löwdin charge.
CARTESIAN COORDINATES (ANGSTROEM)
Zr: -1.7088 1.7341 3.2846  2.131
C: -1.5980 -0.7663 -0.2588  -0.024
C: -0.1921 -0.1907 -0.5695  -0.436
C: -0.2016 0.1206 -2.0527  -0.155
C: 1.0726 0.8746 -2.5142  -0.166
C: 1.1192 2.1438 -1.6924  -0.149
C: 1.1607 1.9984 -0.1247  -0.414
N: 0.0483 1.0468 0.2873  -0.067
O: -0.3249 0.9958 1.6807  -0.308
C: 0.8788 3.4621 0.4075  -0.010
C: 2.5750 1.5918 0.2835  -0.082
C: 0.8518 -1.3616 -0.2671  -0.022
H: -1.8140 -1.5878 -0.9419  0.077
H: -2.3804 -0.0083 -0.2952  0.074
H: -1.4518 -1.1895 0.7350  0.063
H: -1.0645 0.7520 -2.2646  0.076
H: -0.3319 -0.8044 -2.6144  0.103
H: 0.9434 1.1441 -3.5624  0.086
H: 2.0412 0.3777 -2.5677  0.107
H: 0.3488 2.8469 -2.0090  0.067
H: 1.9972 2.7307 -1.9622  0.094
H: 1.4182 4.2378 -0.1360  0.050
H: 1.1593 3.6026 1.4513  0.060
H: -0.1778 3.7110 0.3085  0.071
H: 2.5604 1.5169 1.3708  0.068
H: 3.3136 2.3908 0.2203  0.011
H: 3.0072 0.7096 -0.1889  0.060
H: 1.8390 -0.9776 -0.5241  0.042
H: 0.6973 -2.2290 -0.9088  0.032
H: 0.9092 -1.6719 0.7762  0.078
C: 0.7967 -1.8767 4.1058  -0.062
C: -0.5542 -2.4156 4.6384  -0.459
C: -0.1622 -3.4785 5.6545  -0.146
C: -1.3222 -3.9648 6.5278  -0.179
C: -1.7505 -2.7522 7.3197  -0.148
C: -2.2201 -1.5386 6.4672  -0.467
N: -1.2564 -1.3017 5.3638  -0.081
O: -1.6638 -0.1788 4.5427  -0.366
C: -2.2406 -0.2835 7.3936  -0.041
C: -3.6928 -1.7598 5.9601  -0.027
C: -1.3871 -2.9978 3.4291  -0.013
H: 1.2925 -2.6529 3.5229  0.014
H: 1.4544 -1.6069 4.9321  0.082
H: 0.6024 -1.0079 3.4769  0.061
H: 0.5241 -3.0305 6.3730  0.122
H: 0.2709 -4.3707 5.2022  0.127
H: -1.0302 -4.7679 7.2045  0.119
H: -2.1425 -4.2927 5.8892  0.105
H: -1.0040 -2.5018 8.0734  0.121
H: -2.6140 -3.1588 7.8462  0.113
H: -1.2506 -0.1370 7.8253  0.083
H: -2.9832 -0.3032 8.1913  0.084
H: -2.4720 0.6509 6.8822  0.055
H: -4.0804 -0.8231 5.5594  0.064
H: -4.3105 -2.1983 6.7439  0.081
H: -3.6663 -2.4944 5.1552  0.055
H: -0.9030 -3.8725 2.9947  0.074
H: -1.7593 -2.2657 2.7125  0.055
H: -2.2786 -3.4950 3.8114  0.058
C: 1.3679 4.3349 4.5580  0.053
C: 0.1877 3.4652 4.2351  -0.605
O: -0.6856 3.6923 3.3305  -0.162
O: -0.1851 2.4104 4.7741  -0.097
H: 1.8634 4.6734 3.6481  0.090
H: 2.1526 3.7581 5.0477  0.098
H: 1.1758 5.1765 5.2234  0.105
C: 3.9758 5.8416 -0.9933  -1.413
Br: 4.2591 4.8738 -2.7821  0.518
Br: 4.4079 7.8062 -0.9671  0.542
Br: 4.9698 4.7115 0.3223  0.518
H: 2.9488 5.6587 -0.6770  -0.072
C: 4.6206 -2.6484 -2.9398  -1.567
Cl: 3.0609 -3.1697 -2.3266  0.571
Cl: 5.7099 -3.9887 -3.0763  0.579
Cl: 5.3217 -1.4737 -1.8504  0.534
H: 4.4284 -2.3292 -3.9641  0.015
C: -3.8606 0.4983 -5.6785  -1.404
Cl: -2.8486 0.4001 -7.1761  0.533
Cl: -4.1938 2.2462 -5.4780  0.498
Cl: -2.9422 -0.1610 -4.2767  0.536
H: -4.8065 -0.0414 -5.7246  0.027
C: -0.0956 4.7649 -4.3096  -1.574
Cl: -1.4545 3.7370 -4.3065  0.578
Cl: 0.1483 5.5617 -2.7847  0.597
Cl: -0.3920 5.9462 -5.5978  0.551
H: 0.7085 4.0707 -4.5538  0.012
C: 7.1477 1.0714 1.5222  -1.466
Cl: 7.7152 2.7570 1.6289  0.506
Cl: 7.6987 0.3803 -0.0214  0.517
Cl: 5.3720 0.8749 1.7335  0.520
H: 7.5618 0.5405 2.3794  0.018
C: 3.8970 -3.1351 1.6077  -1.521
Cl: 2.7480 -4.4598 1.9756  0.552
Cl: 5.4378 -3.7972 1.1710  0.567
Cl: 4.0415 -1.9431 2.9415  0.527
H: 3.4091 -2.6587 0.7574  -0.030
C: -6.4389 -0.8085 1.6367  -0.099
C: -5.8001 -2.1311 2.1197  -0.108
O: -4.4689 -1.7616 2.2141  0.053
C: -4.2801 -0.3804 2.0575  -0.448
O: -3.3373 0.3141 2.3586  -0.007
O: -5.4249 0.1526 1.6624  0.094
H: -7.2443 -0.3982 2.2458  0.141
H: -6.8431 -0.9607 0.6359  0.134
H: -5.9694 -2.9493 1.4197  0.141
H: -6.1650 -2.3570 3.1216  0.138
C: 3.8077 2.3084 -8.0111  -0.112
C: 2.3257 2.1830 -8.0890  -0.093
O: 2.0043 2.0323 -6.6931  0.059
C: 3.0807 2.3162 -5.9443  -0.622
O: 3.1015 2.3338 -4.7406  0.099
O: 4.0756 2.6814 -6.6726  0.115
H: 4.1151 3.1297 -8.6585  0.141
H: 4.3045 1.3600 -8.2159  0.138
H: 2.1508 1.2214 -8.5715  0.118
H: 1.9552 3.0888 -8.5688  0.140
C: 1.4209 -1.7392 -5.1235  -0.084
C: 0.2675 -1.0623 -5.8561  -0.143
O: 0.7897 -0.8109 -7.1569  0.050
C: 2.0905 -1.2010 -7.2521  -0.567
O: 2.8181 -1.0693 -8.2415  0.114
O: 2.4765 -1.6870 -6.1214  0.087
H: 1.2143 -2.7796 -4.8726  0.124
H: 1.7292 -1.1922 -4.2325  0.094
H: -0.0243 -0.0904 -5.4581  0.102
H: -0.5952 -1.7264 -5.8018  0.114
C: -3.8023 2.5935 -1.7271  -0.100
C: -3.5804 4.0575 -1.5364  -0.126
O: -2.8944 4.1734 -0.3187  0.131
C: -3.2090 3.0901 0.3668  -0.515
O: -2.7711 2.8936 1.5105  -0.013
O: -3.9391 2.2795 -0.3454  0.089
H: -3.0402 2.0126 -2.2466  0.084
H: -4.7783 2.2773 -2.0951  0.142
H: -4.5277 4.5950 -1.4934  0.151
H: -2.9968 4.4268 -2.3797  0.077
C: -0.3427 -4.5920 -0.1807  -0.144
C: -1.8693 -4.6009 -0.0386  -0.119
O: -2.1829 -5.8966 -0.4473  0.079
C: -1.1678 -6.7036 -0.2653  -0.546
O: -1.1809 -7.9135 -0.3340  0.154
O: -0.0367 -5.9631 0.0211  0.054
H: 0.0478 -3.9278 0.5903  0.083
H: 0.0798 -4.2017 -1.1066  0.112
H: -2.4268 -3.8918 -0.6505  0.121
H: -2.2816 -4.4952 0.9649  0.124